Entry 1:
Here is C2H7O2 as an isolated structure at a distorted geometry from OMol25. Energies are from ωB97M-V/def2-TZVPD.

Each line ends with the Mulliken spin population.
CARTESIAN COORDINATES (ANGSTROEM)
1 C -1.095 1.055 -0.334  0.60
2 C 1.691 -0.100 0.195  0.11
3 O 0.414 0.445 0.673  0.83
4 O -1.946 1.470 0.250  0.17
5 H -0.744 0.709 -1.369  0.08
6 H -2.037 -1.262 -0.678  0.00
7 H -2.592 -1.897 -0.674  0.00
8 H 2.389 0.726 -0.001  0.10
9 H 2.122 -0.804 1.000  0.02
10 H 1.509 -0.784 -0.755  0.04
11 H 0.290 0.443 1.694  0.05

- Relative energy (zero: lowest compared OMol25 entry of this formula, charge and spin): 1.849 eV
- Frontier orbital gap (alpha / beta): 6.18 / 6.30 eV
- Multiplicity: 3
- Charge: +1
- DFT total energy: -230.24283 a.u.



Entry 2:
Here is C5H7N3 as an isolated structure at a distorted geometry from OMol25. Energies are from ωB97M-V/def2-TZVPD.

Each line ends with the natural charge from an NBO analysis.
CARTESIAN COORDINATES (ANGSTROEM)
1 C 1.903 1.090 -0.292  0.22
2 C -0.746 0.693 -0.475  -0.11
3 C 0.672 0.488 -0.391  -0.14
4 C -1.588 1.635 0.290  -0.61
5 C 0.920 -2.347 0.357  -0.39
6 N 2.890 1.649 -0.219  -0.34
7 N -0.893 -0.785 -0.150  -0.24
8 N 0.379 -0.869 -0.067  -0.01
9 H -1.081 0.684 -1.551  0.23
10 H -1.901 2.431 -0.324  0.22
11 H -1.005 1.976 1.087  0.22
12 H -2.514 1.127 0.569  0.23
13 H 0.506 -3.121 -0.320  0.23
14 H 0.473 -2.358 1.323  0.24
15 H 1.985 -2.294 0.163  0.23

- Relative energy (zero: lowest compared OMol25 entry of this formula, charge and spin): 5.185 eV
- Frontier orbital gap (alpha / beta): 8.32 / 8.32 eV
- Multiplicity: 1
- DFT total energy: -358.82782 a.u.



Entry 3:
Here is a 2-piece molecular cluster, H3N2O2S2 overall at a distorted geometry from OMol25. Energies are from ωB97M-V/def2-TZVPD.

Each line ends with the natural charge from an NBO analysis.
CARTESIAN COORDINATES (ANGSTROEM)
1 N -2.050 -0.351 0.406  -0.45
2 N -1.223 -0.271 -0.608  -0.41
3 O 2.986 0.533 -0.371  -0.99
4 O 0.648 1.209 0.483  -0.94
5 S 0.818 -1.473 -0.207  -0.67
6 S 1.935 0.183 0.565  1.33
7 H -1.641 0.391 1.130  0.29
8 H 0.021 0.789 -0.043  0.50
9 H -1.496 -1.011 -1.355  0.34

- Relative energy (zero: lowest compared OMol25 entry of this formula, charge and spin): 1.482 eV
- Frontier orbital gap (alpha / beta): 7.16 / 7.16 eV
- Multiplicity: 1
- Charge: -1
- DFT total energy: -1058.12927 a.u.



Entry 4:
Here is C5H11O4Ru as an isolated structure at a distorted geometry from OMol25. Energies are from ωB97M-V/def2-TZVPD.

Each line ends with the Mulliken spin population.
CARTESIAN COORDINATES (ANGSTROEM)
1 O 0.651 -0.640 0.802  0.02
2 C 0.298 -0.638 -0.468  -0.04
3 O -0.828 -0.969 -0.879  -0.05
4 O 1.387 -0.845 -1.188  0.03
5 C 1.262 -0.893 -2.608  -0.01
6 H 0.818 -1.842 -2.932  0.00
7 H 0.632 -0.062 -2.950  0.01
8 H 2.278 -0.788 -2.998  0.00
9 C -0.378 -0.746 1.803  0.04
10 H -1.090 0.082 1.674  -0.02
11 H -0.943 -1.673 1.632  0.00
12 C 0.283 -0.725 3.157  0.01
13 H 1.083 -1.475 3.218  0.00
14 H 0.707 0.265 3.371  0.00
15 H -0.468 -0.953 3.924  0.00
16 Ru -2.542 0.026 -0.884  5.62
17 O -1.578 1.557 -0.452  0.33
18 C -0.616 2.407 -0.965  0.01
19 H -0.269 2.114 -1.975  0.02
20 H -0.943 3.464 -0.995  0.02
21 H 0.256 2.331 -0.286  0.03

- Relative energy (zero: lowest compared OMol25 entry of this formula, charge and spin): 0.000 eV
- Frontier orbital gap (alpha / beta): 7.78 / 8.46 eV
- Multiplicity: 7
- Charge: +1
- DFT total energy: -592.48238 a.u.



Entry 5:
Here is a 4-piece molecular cluster, C36H75F3NO12 overall at a distorted geometry from OMol25. Energies are from ωB97M-V/def2-TZVPD.

Each line ends with the Mulliken spin population.
CARTESIAN COORDINATES (ANGSTROEM)
1 C 4.133 0.526 2.434  0.00
2 C 4.479 1.005 1.013  0.00
3 C 4.373 -0.137 -0.024  0.00
4 C 3.692 2.257 0.607  0.00
5 C 4.179 2.862 -0.704  0.00
6 C 2.182 2.027 0.598  0.01
7 O 1.555 3.271 0.455  0.01
8 C 0.140 3.287 0.341  -0.05
9 C -0.205 4.784 0.231  0.00
10 C 0.630 5.721 1.105  0.00
11 O 0.885 5.187 2.388  0.00
12 C 1.957 6.188 0.437  0.00
13 F 2.101 5.758 -0.840  0.00
14 F 1.976 7.549 0.390  0.00
15 F 3.058 5.801 1.137  0.00
16 C -0.559 2.671 1.567  0.01
17 C -2.021 2.174 1.404  -0.02
18 C -3.019 3.200 1.947  0.00
19 C -2.224 0.871 2.232  0.06
20 N -2.360 1.858 -0.010  0.39
21 O -3.100 2.714 -0.610  0.53
22 C -1.219 1.402 -0.849  -0.05
23 C -0.551 0.150 -0.297  0.06
24 C -1.766 1.039 -2.246  0.00
25 C -0.288 2.610 -0.986  0.06
26 H 5.002 0.516 3.087  0.00
27 H 3.359 1.120 2.913  0.00
28 H 3.764 -0.500 2.401  0.00
29 H 5.531 1.296 1.011  0.00
30 H 4.696 -1.058 0.459  0.00
31 H 3.357 -0.262 -0.387  0.00
32 H 5.076 0.043 -0.831  0.00
33 H 3.863 3.002 1.390  0.00
34 H 5.170 3.293 -0.575  0.00
35 H 3.491 3.620 -1.062  0.00
36 H 4.270 2.097 -1.477  0.00
37 H 1.909 1.533 1.531  0.00
38 H 1.934 1.344 -0.220  0.00
39 H -1.251 4.943 0.477  0.02
40 H -0.091 5.113 -0.799  -0.02
41 H 0.058 6.641 1.232  0.00
42 H 0.745 5.878 3.033  0.00
43 H 0.033 1.863 1.982  0.00
44 H -0.587 3.434 2.341  -0.01
45 H -2.756 4.222 1.695  0.01
46 H -2.981 3.126 3.035  0.00
47 H -4.029 2.959 1.641  0.00
48 H -3.218 0.877 2.678  -0.01
49 H -2.193 -0.015 1.606  -0.01
50 H -1.513 0.801 3.050  0.00
51 H -0.256 0.233 0.745  -0.02
52 H 0.297 -0.151 -0.903  0.00
53 H -1.276 -0.666 -0.340  0.00
54 H -1.856 1.906 -2.888  0.00
55 H -1.154 0.269 -2.707  0.00
56 H -2.766 0.620 -2.137  0.00
57 H -0.798 3.316 -1.633  0.03
58 H 0.596 2.276 -1.528  0.00
59 C 0.961 -2.251 2.929  0.00
60 O 0.814 -3.314 2.014  0.00
61 C 1.676 -3.180 0.897  0.00
62 C 1.898 -4.512 0.218  0.00
63 O 2.837 -5.341 0.882  0.00
64 C 2.393 -6.012 2.051  0.00
65 C 1.518 -7.213 1.778  0.00
66 O 0.187 -6.820 1.485  0.00
67 C -0.534 -7.838 0.828  0.00
68 H 0.728 -1.287 2.459  0.00
69 H 0.266 -2.421 3.749  0.00
70 H 1.980 -2.217 3.331  0.00
71 H 2.641 -2.766 1.213  0.00
72 H 1.205 -2.484 0.187  0.00
73 H 2.338 -4.312 -0.761  0.00
74 H 0.949 -5.030 0.061  0.00
75 H 1.903 -5.323 2.742  0.00
76 H 3.305 -6.374 2.529  0.00
77 H 1.507 -7.857 2.669  0.00
78 H 1.939 -7.781 0.939  0.00
79 H -0.066 -8.095 -0.129  0.00
80 H -1.537 -7.463 0.637  0.00
81 H -0.605 -8.738 1.449  0.00
82 C 0.136 -0.385 -7.966  0.00
83 O 1.018 0.429 -7.228  0.00
84 C 2.311 0.484 -7.806  0.00
85 C 3.068 1.698 -7.318  0.00
86 O 2.696 2.907 -7.961  0.00
87 C 1.481 3.513 -7.547  0.00
88 C 1.573 4.233 -6.222  0.00
89 O 1.503 3.312 -5.147  0.00
90 C 1.996 3.853 -3.943  0.00
91 H 0.495 -1.420 -8.013  0.00
92 H -0.827 -0.369 -7.461  0.00
93 H 0.007 -0.003 -8.985  0.00
94 H 2.238 0.522 -8.899  0.00
95 H 2.865 -0.421 -7.520  0.00
96 H 4.119 1.555 -7.579  0.00
97 H 3.001 1.788 -6.232  0.00
98 H 0.660 2.792 -7.540  0.00
99 H 1.264 4.260 -8.314  0.00
100 H 0.736 4.940 -6.138  0.00
101 H 2.514 4.795 -6.181  0.00
102 H 3.051 4.135 -4.039  0.00
103 H 1.911 3.083 -3.179  0.00
104 H 1.412 4.728 -3.632  0.00
105 C -6.513 -0.268 3.799  0.00
106 O -5.527 -1.241 4.053  0.00
107 C -5.583 -1.733 5.382  0.00
108 C -4.884 -3.069 5.493  0.00
109 O -5.654 -4.167 5.029  0.00
110 C -5.754 -4.339 3.623  0.00
111 C -4.507 -4.904 2.982  0.00
112 O -3.537 -3.889 2.817  0.00
113 C -2.235 -4.400 2.614  0.00
114 H -6.390 0.605 4.452  0.00
115 H -6.404 0.049 2.764  0.00
116 H -7.519 -0.681 3.937  0.00
117 H -6.625 -1.844 5.705  0.00
118 H -5.082 -1.013 6.045  0.00
119 H -4.726 -3.268 6.555  0.00
120 H -3.906 -3.036 5.008  0.00
121 H -6.052 -3.411 3.131  0.00
122 H -6.558 -5.065 3.485  0.00
123 H -4.766 -5.315 1.995  0.00
124 H -4.111 -5.713 3.608  0.00
125 H -1.909 -5.007 3.467  0.00
126 H -1.562 -3.555 2.510  0.00
127 H -2.181 -5.004 1.702  0.00

- Frontier orbital gap (alpha / beta): 8.71 / 9.68 eV
- Multiplicity: 2
- DFT total energy: -2673.67553 a.u.



Entry 6:
Here is C30H33ClIrN8O4S4 as an isolated structure from OMol25. Energies are from ωB97M-V/def2-TZVPD.

Each line ends with the Mulliken spin population.
CARTESIAN COORDINATES (ANGSTROEM)
1 Ir -0.209 0.207 0.307  0.60
2 C -4.491 -0.156 -0.620  0.00
3 C -3.116 -0.070 -0.042  -0.06
4 N -2.015 0.089 -0.743  -0.08
5 N -2.062 0.359 -2.098  0.01
6 C -1.221 1.311 -2.565  -0.02
7 N -1.059 1.364 -3.899  0.00
8 S -0.448 2.362 -1.515  0.10
9 C -2.875 -0.113 1.366  -0.16
10 C -3.887 -0.340 2.317  0.02
11 C -3.610 -0.278 3.653  -0.08
12 C -2.289 0.030 4.051  -0.05
13 C -1.334 0.238 3.100  0.01
14 N -1.575 0.148 1.760  -0.21
15 H -4.516 0.191 -1.650  0.00
16 H -5.192 0.457 -0.054  0.00
17 H -4.847 -1.189 -0.599  -0.01
18 H -2.568 -0.266 -2.705  0.00
19 H -1.337 0.606 -4.501  0.00
20 H -0.372 2.010 -4.252  0.00
21 H -4.887 -0.563 1.972  -0.01
22 H -4.386 -0.442 4.388  -0.01
23 H -2.022 0.123 5.095  0.00
24 H -0.319 0.494 3.371  -0.01
25 C 1.343 -1.758 2.390  -0.01
26 O 1.889 -0.430 2.263  0.00
27 C 1.358 0.415 1.413  -0.02
28 C 2.167 1.678 1.436  0.02
29 H 0.652 -1.768 3.233  0.00
30 H 2.187 -2.409 2.596  0.00
31 H 0.819 -2.039 1.479  0.00
32 H 3.206 1.450 1.183  0.00
33 H 2.171 2.094 2.448  -0.01
34 H 1.765 2.421 0.753  -0.01
35 S -1.725 -3.340 0.481  0.00
36 C -2.277 -4.144 1.813  0.00
37 N -2.582 -3.583 2.989  -0.01
38 C -2.818 -4.468 4.118  0.00
39 C -3.326 -5.769 3.508  0.00
40 S -2.506 -5.877 1.889  0.00
41 H -2.461 -2.586 3.098  0.01
42 H -3.551 -4.029 4.794  0.00
43 H -1.888 -4.633 4.671  0.00
44 H -4.405 -5.747 3.364  0.00
45 H -3.063 -6.632 4.114  0.00
46 Cl 0.500 6.550 0.636  0.01
47 C 0.809 5.836 2.185  0.18
48 C 1.659 6.487 3.053  -0.10
49 C 1.939 5.936 4.299  0.21
50 C 1.356 4.725 4.671  -0.09
51 C 0.508 4.076 3.804  0.17
52 C 0.196 4.600 2.521  -0.02
53 C -0.649 3.898 1.658  0.39
54 H 2.106 7.425 2.751  0.00
55 H 2.608 6.453 4.973  0.02
56 H 1.570 4.297 5.642  0.00
57 H 0.045 3.139 4.095  0.03
58 H -1.043 2.939 1.968  0.19
59 H -0.912 4.262 0.678  0.01
60 O 4.083 1.105 -8.008  0.00
61 S 5.151 0.425 -7.295  0.00
62 O 6.165 -0.182 -8.123  0.00
63 O 5.637 1.119 -6.120  0.00
64 C 4.221 -0.982 -6.597  0.00
65 N 4.097 -2.109 -7.303  0.00
66 C 3.343 -3.061 -6.784  0.00
67 C 2.678 -2.931 -5.568  0.00
68 C 2.874 -1.722 -4.920  0.00
69 N 3.641 -0.770 -5.421  0.00
70 C 2.219 -1.358 -3.632  0.00
71 C 1.167 -2.076 -3.078  0.00
72 C 0.555 -1.609 -1.933  -0.01
73 N 0.941 -0.485 -1.315  0.02
74 C 1.992 0.184 -1.819  0.00
75 C 2.646 -0.213 -2.963  0.00
76 H 3.253 -3.978 -7.360  0.00
77 H 2.071 -3.733 -5.175  0.00
78 H 0.792 -2.982 -3.533  0.00
79 H -0.271 -2.138 -1.480  0.01
80 H 2.276 1.090 -1.305  0.00
81 H 3.464 0.365 -3.373  0.00

- Relative energy (zero: lowest compared OMol25 entry of this formula, charge and spin): 0.000 eV
- Frontier orbital gap (alpha / beta): 5.62 / 5.71 eV
- Multiplicity: 2
- DFT total energy: -4059.17587 a.u.



- What is the multiplicity in the third record?
  1